{"formula": "C69H75N15", "method": "ωB97M-V/def2-TZVPD", "symbols": ["N", "C", "C", "C", "C", "H", "H", "H", "H", "H", "N", "C", "C", "C", "C", "H", "H", "H", "H", "H", "N", "C", "C", "C", "C", "H", "H", "H", "H", "H", "N", "C", "C", "C", "C", "H", "H", "H", "H", "H", "N", "C", "C", "C", "C", "H", "H", "H", "H", "H", "N", "C", "C", "C", "C", "H", "H", "H", "H", "H", "N", "C", "C", "C", "C", "C", "H", "H", "H", "H", "H", "N", "C", "C", "C", "C", "C", "H", "H", "H", "H", "H", "N", "C", "C", "C", "C", "C", "H", "H", "H", "H", "H", "N", "C", "C", "C", "C", "C", "H", "H", "H", "H", "H", "N", "C", "C", "C", "C", "C", "H", "H", "H", "H", "H", "N", "C", "C", "C", "C", "C", "H", "H", "H", "H", "H", "N", "C", "C", "C", "C", "C", "H", "H", "H", "H", "H", "N", "C", "C", "C", "C", "C", "H", "H", "H", "H", "H", "N", "C", "C", "C", "C", "C", "H", "H", "H", "H", "H"], "coordinates": [[-5.749, -0.745, 1.586], [-5.693, -1.058, 0.242], [-4.403, -1.400, -0.041], [-3.621, -1.250, 1.104], [-4.478, -0.827, 2.098], [-6.581, -0.470, 2.069], [-6.556, -1.076, -0.404], [-4.061, -1.788, -0.990], [-2.563, -1.430, 1.174], [-4.379, -0.776, 3.172], [0.093, -0.998, 6.414], [-0.515, -2.119, 5.947], [-0.962, -1.911, 4.667], [-0.703, -0.531, 4.396], [0.013, -0.024, 5.456], [0.442, -0.898, 7.347], [-0.625, -2.962, 6.612], [-1.394, -2.635, 3.996], [-0.919, -0.064, 3.449], [0.493, 0.938, 5.537], [-0.762, -3.938, -2.043], [-2.080, -3.869, -1.675], [-2.356, -4.988, -0.931], [-1.175, -5.742, -0.810], [-0.208, -5.077, -1.533], [-0.319, -3.241, -2.619], [-2.673, -3.004, -1.926], [-3.288, -5.230, -0.446], [-1.046, -6.622, -0.203], [0.819, -5.360, -1.696], [-0.567, -1.914, -4.661], [0.271, -1.159, -3.901], [1.489, -1.782, -3.759], [1.308, -3.059, -4.322], [0.050, -3.114, -4.915], [-1.444, -1.498, -4.922], [-0.087, -0.253, -3.438], [2.331, -1.374, -3.226], [2.016, -3.870, -4.395], [-0.330, -3.875, -5.573], [4.670, -0.301, -1.506], [4.795, -0.013, -2.841], [3.603, 0.560, -3.232], [2.728, 0.458, -2.143], [3.420, 0.032, -1.025], [5.412, -0.689, -0.952], [5.778, -0.109, -3.271], [3.413, 1.062, -4.166], [1.700, 0.784, -2.120], [3.182, -0.123, 0.012], [-1.572, 2.021, -5.133], [-1.544, 2.040, -6.503], [-0.223, 2.043, -6.880], [0.550, 1.959, -5.720], [-0.299, 2.052, -4.627], [-2.364, 1.783, -4.545], [-2.438, 1.986, -7.099], [0.118, 2.097, -7.902], [1.617, 1.811, -5.643], [-0.093, 2.009, -3.571], [3.921, -1.395, 3.818], [5.011, -1.215, 3.065], [5.191, -1.797, 1.826], [4.112, -2.500, 1.300], [2.969, -2.680, 2.049], [2.935, -2.158, 3.327], [5.777, -0.626, 3.558], [6.138, -1.674, 1.317], [4.104, -2.989, 0.331], [2.121, -3.232, 1.668], [2.037, -2.230, 3.933], [4.452, 4.887, 3.357], [3.901, 4.058, 2.457], [3.496, 2.760, 2.735], [3.720, 2.287, 4.042], [4.367, 3.116, 4.938], [4.747, 4.407, 4.564], [3.632, 4.520, 1.516], [3.086, 2.128, 1.958], [3.490, 1.239, 4.192], [4.622, 2.695, 5.903], [5.374, 4.987, 5.226], [-0.748, 0.164, -1.178], [-0.276, 1.255, -0.565], [0.318, 1.188, 0.684], [0.551, -0.091, 1.194], [0.080, -1.239, 0.566], [-0.562, -1.042, -0.663], [-0.446, 2.235, -1.000], [0.668, 2.092, 1.162], [1.110, -0.171, 2.120], [0.101, -2.225, 1.010], [-1.092, -1.801, -1.229], [5.313, -3.799, -0.935], [4.254, -3.064, -1.288], [2.977, -3.180, -0.766], [2.816, -4.095, 0.264], [3.890, -4.843, 0.707], [5.116, -4.667, 0.067], [4.450, -2.286, -2.022], [2.171, -2.493, -0.986], [1.848, -4.376, 0.669], [3.821, -5.522, 1.546], [5.943, -5.240, 0.471], [-0.198, -3.796, 2.934], [-1.226, -3.824, 2.065], [-2.467, -4.367, 2.358], [-2.695, -4.922, 3.617], [-1.612, -5.037, 4.473], [-0.432, -4.396, 4.092], [-1.177, -3.345, 1.093], [-3.195, -4.311, 1.564], [-3.667, -5.271, 3.942], [-1.756, -5.328, 5.504], [0.356, -4.349, 4.838], [-1.452, 3.561, 3.092], [-1.949, 4.730, 2.711], [-1.182, 5.898, 2.809], [0.092, 5.828, 3.350], [0.598, 4.591, 3.739], [-0.182, 3.478, 3.548], [-2.943, 4.673, 2.290], [-1.525, 6.893, 2.554], [0.679, 6.736, 3.386], [1.633, 4.530, 4.053], [0.003, 2.474, 3.907], [1.831, 4.087, -0.238], [0.672, 4.739, -0.353], [0.089, 4.983, -1.590], [0.710, 4.579, -2.745], [1.808, 3.741, -2.619], [2.345, 3.544, -1.362], [0.296, 5.163, 0.572], [-0.830, 5.556, -1.574], [0.247, 4.804, -3.697], [2.189, 3.190, -3.468], [3.191, 2.885, -1.230], [-3.886, -0.759, -3.623], [-3.375, 0.236, -2.876], [-3.807, 1.548, -3.051], [-4.650, 1.884, -4.114], [-5.064, 0.872, -4.947], [-4.628, -0.438, -4.671], [-2.683, 0.027, -2.068], [-3.355, 2.271, -2.384], [-5.053, 2.879, -4.249], [-5.808, 1.024, -5.717], [-5.082, -1.267, -5.200], [-4.886, 4.400, -1.563], [-5.399, 3.301, -0.978], [-4.761, 2.516, -0.031], [-3.465, 2.862, 0.339], [-2.887, 3.927, -0.321], [-3.598, 4.649, -1.276], [-6.433, 3.074, -1.213], [-5.248, 1.649, 0.394], [-2.936, 2.178, 0.992], [-1.837, 4.104, -0.141], [-3.158, 5.493, -1.792]], "atomic_forces_ev_per_a": [[0.511, -0.033, -1.183], [-0.275, -0.234, 0.389], [-0.072, -0.277, -1.273], [-0.156, 0.381, 0.883], [-0.295, -0.437, 0.747], [0.013, 0.054, 0.217], [-0.084, 0.085, 0.157], [-0.110, 0.252, -0.012], [-0.033, 0.012, 0.223], [0.401, 0.327, -0.094], [-0.039, 0.456, -0.334], [-0.246, -0.814, 0.253], [-0.598, 1.386, 0.754], [0.617, -0.635, -0.276], [-0.351, 0.298, -0.355], [0.149, 0.122, 0.001], [0.108, -0.089, -0.186], [-0.568, 1.194, 0.730], [0.040, 0.278, 0.137], [-0.059, -0.021, 0.319], [-0.444, -0.217, 0.270], [0.205, -0.130, -0.013], [-0.626, 0.161, 0.407], [0.402, 0.192, -0.240], [0.094, -0.236, 0.254], [0.349, -0.219, -0.105], [-0.101, -0.219, -0.223], [-0.105, 0.092, -0.182], [0.072, -0.123, -0.192], [0.041, 0.227, -0.131], [0.407, 0.124, 0.650], [0.443, 0.863, 0.198], [-0.857, -0.339, 0.665], [-0.371, -0.654, -1.280], [0.793, 0.185, -0.209], [-0.303, -0.738, -0.254], [0.077, 0.030, -0.325], [-0.224, -0.453, -0.158], [0.099, 0.081, 0.044], [-0.319, 0.043, 0.127], [0.186, 0.761, 0.435], [-0.010, 0.771, 0.896], [0.804, -0.306, -0.398], [-0.602, 1.170, 1.408], [0.727, -0.520, -1.445], [0.011, 0.038, 0.123], [-0.159, -0.006, -0.384], [-0.123, -0.401, -0.157], [0.026, 0.020, -0.068], [-0.248, -0.063, -0.012], [-0.188, 0.150, 0.499], [0.172, -0.221, 0.327], [-0.531, -0.232, -0.779], [0.593, 0.602, 1.351], [0.141, -0.893, -1.243], [0.156, 0.434, -0.456], [-0.064, 0.135, 0.091], [0.089, -0.138, 0.036], [0.013, 0.298, -0.140], [-0.151, -0.060, 0.006], [-0.119, -0.088, 0.098], [-0.105, -0.197, 0.854], [-0.591, 0.344, 0.158], [1.821, 1.435, 1.569], [-0.013, 1.296, 1.579], [-0.021, 1.037, -0.083], [0.148, 0.088, -0.237], [-0.021, -0.084, -0.212], [1.953, 3.139, 3.299], [0.171, 0.914, 1.080], [0.028, -0.207, 0.114], [0.522, -0.042, -0.105], [-0.841, 0.578, 0.376], [0.660, 0.199, 0.904], [-0.028, -0.038, -1.809], [0.124, -0.374, 0.450], [-0.343, -1.068, -0.459], [0.215, -0.143, -0.199], [-0.137, 0.035, -0.016], [-0.025, 0.060, 0.671], [0.056, 0.296, 0.119], [-0.241, 0.384, 0.051], [0.384, 1.035, -0.575], [-0.510, -0.373, 0.789], [0.484, -0.711, -0.575], [0.268, 0.195, 0.668], [-0.296, 0.506, -0.849], [-0.547, 0.468, 0.588], [-0.090, -0.111, -0.362], [0.041, -0.084, 0.148], [-0.145, -0.157, 0.105], [0.668, 0.395, -0.014], [0.515, -0.142, 0.442], [-0.070, -0.399, 0.124], [0.263, -0.347, -2.409], [-1.448, -1.453, -0.797], [-2.466, -4.206, -2.702], [0.503, -1.075, -1.172], [-0.478, -0.405, 0.293], [-0.200, -0.723, -0.027], [0.078, -0.047, -0.460], [-0.068, -0.022, -0.697], [-0.129, -0.029, -0.033], [0.333, 0.115, -0.428], [-0.358, -0.840, -1.464], [-0.176, -0.435, 0.441], [-0.022, -0.054, 0.272], [0.202, -0.312, -0.376], [-0.119, 1.305, -0.213], [0.729, -1.559, 0.587], [0.427, -0.289, 0.113], [-0.338, 0.020, 0.289], [-0.072, -0.030, -0.231], [0.189, -0.389, -0.061], [0.147, -0.024, -0.282], [0.257, -0.301, -0.244], [0.920, 0.085, 0.155], [-0.105, 0.277, 0.378], [-0.335, -0.386, -0.410], [0.917, 0.459, -0.434], [-1.961, -0.041, 0.464], [-0.115, 0.401, 0.081], [-0.419, -0.211, -0.270], [0.163, -0.088, 0.236], [-0.118, -0.181, 0.264], [0.834, 0.043, -0.151], [-0.057, -0.437, -0.378], [1.193, 0.009, -0.269], [-0.405, 0.920, 0.841], [-0.481, -0.576, -0.119], [0.007, 0.018, -0.147], [-0.348, 0.175, 0.662], [-0.316, -0.118, -0.035], [0.038, 0.058, -0.362], [0.178, -0.101, -0.110], [0.248, 0.265, -0.068], [0.153, 0.102, 0.011], [1.141, -0.222, -0.098], [-1.314, 0.390, -0.397], [0.793, -0.020, -0.068], [-0.264, -0.074, 0.526], [0.078, -0.914, 0.086], [-1.069, 0.495, 0.515], [-0.120, -0.263, -0.209], [-0.296, 0.274, -0.094], [0.246, 0.141, 0.130], [0.195, 0.121, -0.181], [0.250, -0.052, -0.253], [0.507, -0.894, 0.167], [-0.537, 0.695, 0.275], [0.338, 0.338, 0.067], [-0.815, -0.903, -0.663], [0.684, -0.140, -0.191], [-0.657, -0.065, 0.513], [-0.021, 0.020, -0.238], [-0.029, -0.004, -0.046], [0.259, 0.443, 0.260], [-0.059, 0.343, 0.008], [0.097, 0.018, -0.024]], "e_tot_ha": -3495.32684, "orbital_gap_ha": 0.309, "e_above_lowest_kcal_mol": 13.2, "homo_ev": -7.8, "lumo_energy_ev": 0.56}